# 1
{
  "formula": "C2H2Br2N2S",
  "method": "ωB97M-V/def2-TZVPD",
  "species": ["C", "C", "N", "N", "S", "Br", "Br", "H", "H"],
  "positions_angstrom": [[-2.00864, -0.19871, -0.60764], [0.05175, 1.24874, 0.11073], [0.66654, 1.54945, -2.15026], [0.44793, 1.38472, -1.06444], [-1.55955, 0.85537, 0.62584], [-3.77503, -0.62699, -0.55016], [0.99494, -2.36268, 1.35512], [1.04006, -2.76022, -0.00236], [0.81703, 1.40698, 0.98681]],
  "lumo_energy_ev": -0.52,
  "relative_energy_kj_mol": 170.0,
  "largest_force_ha_per_bohr": 0.1110
}


# 2
{
  "formula": "C3H6BrP",
  "method": "ωB97M-V/def2-TZVPD",
  "species": ["C", "C", "C", "P", "Br", "H", "H", "H", "H", "H", "H"],
  "positions_angstrom": [[-0.45283, 0.81587, -0.95772], [-1.33272, 0.17727, -0.04091], [0.15482, 0.03778, 0.11937], [1.14735, -1.48975, 0.00682], [3.11714, -0.72385, 0.37703], [-0.11775, 0.18135, -1.82526], [-0.26863, 1.84904, -1.13667], [-1.62626, 0.74220, 0.72660], [-1.96161, -0.62684, -0.36578], [0.53352, 0.84531, 1.84844], [0.80695, -1.80839, 1.24808]],
  "lumo_energy_ev": -0.17,
  "relative_energy_kj_mol": 362.5,
  "largest_force_ha_per_bohr": 0.0829
}


# 3
{
  "formula": "C5H14NO",
  "method": "ωB97M-V/def2-TZVPD",
  "species": ["C", "C", "C", "C", "C", "N", "H", "H", "H", "H", "H", "H", "H", "H", "H", "H", "H", "H", "H", "H", "O"],
  "positions_angstrom": [[1.90309, 1.45280, -0.81220], [2.03842, 0.05557, -0.24118], [0.88012, -0.88033, -0.58293], [-0.20228, -0.87622, 0.45432], [-1.42707, -0.41638, 0.47264], [0.24384, -1.63248, 1.70723], [2.69917, 2.16309, -0.65760], [1.61315, 1.35395, -1.85948], [1.09376, 2.00690, -0.31842], [2.96175, -0.38905, -0.62400], [2.24261, 0.13026, 0.81022], [1.06933, -1.96062, -0.66587], [0.55785, -0.57339, -1.57731], [-1.97106, -0.51281, 1.40809], [-1.96909, -0.06658, -0.39449], [0.32274, -0.97728, 2.48857], [-0.38961, -2.37606, 1.99240], [1.18520, -1.92421, 1.43914], [-3.79201, 1.87486, -0.55361], [-2.91592, 2.30601, -1.75929], [-2.90032, 1.85479, -0.91203]],
  "lumo_energy_ev": -3.45,
  "charge": 1,
  "relative_energy_kj_mol": 181.8,
  "largest_force_ha_per_bohr": 0.0339
}


# 4
{
  "formula": "C4H3Br",
  "method": "ωB97M-V/def2-TZVPD",
  "species": ["C", "C", "C", "C", "H", "H", "Br", "H"],
  "positions_angstrom": [[-2.23571, -1.95820, 1.30736], [-2.68378, -0.99988, 0.72731], [-3.11333, 0.10700, 0.05613], [-3.49974, 1.17217, -0.40097], [-2.18236, -2.89094, 1.70506], [-3.77362, 2.02496, -0.84459], [3.62642, 0.35998, 0.11188], [3.05078, -0.82874, 0.30106]],
  "smiles": "C#CC#C.Br",
  "lumo_energy_ev": 0.68,
  "relative_energy_kj_mol": 121.5,
  "largest_force_ha_per_bohr": 0.1017
}